[1]
{"formula": "C37H47BN6O2RuS2", "method": "ωB97M-V/def2-TZVPD", "total_charge": 1, "total_energy_ha": -2832.94977, "de_lowest_ev": 0.000, "homo_energy_ha": [-0.3791, -0.3926], "orbital_gap_ev": [8.73, 6.83], "multiplicity": 6, "symbols": ["Ru", "S", "S", "O", "O", "N", "N", "N", "N", "N", "N", "C", "C", "C", "C", "C", "C", "C", "C", "C", "C", "C", "C", "C", "C", "C", "C", "C", "C", "C", "C", "C", "C", "C", "C", "C", "C", "C", "C", "C", "C", "C", "C", "C", "C", "C", "C", "C", "B", "H", "H", "H", "H", "H", "H", "H", "H", "H", "H", "H", "H", "H", "H", "H", "H", "H", "H", "H", "H", "H", "H", "H", "H", "H", "H", "H", "H", "H", "H", "H", "H", "H", "H", "H", "H", "H", "H", "H", "H", "H", "H", "H", "H", "H", "H", "H"], "xyz": [[10.786, 11.579, 9.263], [8.280, 13.566, 10.757], [13.618, 7.932, 12.621], [13.396, 9.006, 11.604], [8.646, 12.572, 9.672], [11.043, 11.448, 11.350], [12.675, 13.956, 10.197], [11.919, 12.314, 11.939], [11.533, 13.802, 9.423], [13.643, 11.598, 10.210], [13.003, 11.218, 9.053], [7.897, 7.942, 10.512], [10.974, 11.170, 13.579], [9.539, 10.464, 7.794], [9.979, 14.042, 6.631], [9.479, 9.699, 11.886], [8.706, 15.782, 5.579], [15.686, 11.161, 11.519], [13.414, 9.742, 7.169], [10.060, 8.915, 10.825], [9.063, 14.466, 5.700], [12.390, 9.949, 5.015], [6.690, 13.082, 11.322], [12.679, 15.561, 8.708], [11.773, 6.278, 11.192], [13.252, 7.850, 5.686], [9.222, 16.752, 6.462], [14.785, 10.896, 10.333], [12.797, 10.510, 6.227], [11.891, 12.147, 13.266], [14.943, 10.139, 9.221], [10.096, 16.333, 7.424], [9.186, 8.090, 10.105], [7.662, 14.933, 9.823], [8.236, 9.530, 12.381], [7.427, 8.645, 11.705], [10.424, 10.775, 12.321], [13.745, 10.280, 8.457], [13.648, 8.426, 6.885], [14.817, 6.695, 11.943], [10.502, 15.030, 7.548], [12.582, 13.047, 14.193], [13.387, 14.995, 9.683], [12.237, 6.683, 12.597], [12.620, 8.648, 4.686], [16.229, 7.148, 12.165], [11.537, 14.747, 8.524], [14.756, 15.367, 10.219], [13.139, 12.818, 11.056], [13.976, 13.192, 11.839], [7.312, 15.662, 10.548], [7.224, 7.232, 9.977], [12.143, 12.718, 15.142], [6.083, 13.024, 10.413], [10.230, 12.988, 6.675], [12.647, 11.576, 6.402], [12.306, 8.190, 3.768], [6.310, 13.832, 12.069], [11.812, 7.106, 10.488], [13.490, 6.826, 5.497], [12.617, 5.833, 13.223], [10.526, 17.018, 8.121], [10.800, 5.812, 11.329], [16.513, 7.154, 13.223], [8.393, 15.353, 9.160], [15.673, 9.402, 9.028], [10.579, 10.786, 14.513], [8.985, 17.767, 6.337], [8.678, 13.822, 4.916], [12.475, 5.528, 10.802], [14.693, 15.689, 11.260], [7.986, 10.071, 13.355], [6.424, 8.501, 12.038], [16.358, 8.175, 11.834], [15.386, 14.468, 10.161], [8.679, 10.095, 8.353], [11.993, 10.578, 4.223], [14.681, 5.777, 12.500], [14.565, 6.583, 10.897], [15.054, 16.170, 9.642], [14.118, 7.860, 7.696], [6.863, 14.549, 9.222], [11.048, 9.079, 10.398], [12.346, 14.079, 14.013], [16.904, 6.527, 11.631], [11.524, 7.241, 13.179], [9.593, 7.638, 9.183], [6.792, 12.118, 11.778], [9.990, 9.546, 7.414], [15.209, 10.827, 12.455], [13.641, 12.865, 14.159], [8.075, 16.050, 4.775], [15.904, 12.191, 11.633], [12.908, 16.475, 8.211], [16.636, 10.651, 11.426], [9.318, 11.214, 7.066]]}

***

[2]
{"formula": "C4H8O3", "method": "ωB97M-V/def2-TZVPD", "total_energy_ha": -382.90319, "de_lowest_ev": 1.677, "homo_energy_ha": -0.3891, "orbital_gap_ev": 11.30, "smiles": "COC(=O)[C@@H](C)O", "symbols": ["O", "O", "O", "C", "C", "C", "C", "H", "H", "H", "H", "H", "H", "H", "H"], "xyz": [[0.141, 1.200, 1.157], [-0.075, -1.433, 1.603], [-1.077, 0.649, -0.690], [-0.148, 0.426, 0.268], [1.460, -1.574, -0.271], [-1.286, 2.040, -0.761], [0.145, -1.041, 0.268], [2.306, -1.238, 0.332], [1.393, -2.665, -0.205], [0.063, -0.635, 2.137], [1.614, -1.299, -1.320], [-0.167, 2.367, -0.899], [-0.666, -1.405, -0.365], [-2.116, 2.208, -1.479], [-1.586, 2.399, 0.225]]}

***

[3]
{"formula": "C16H23N3O2", "method": "ωB97M-V/def2-TZVPD", "total_energy_ha": -938.28958, "de_lowest_ev": 0.041, "homo_energy_ha": -0.3412, "orbital_gap_ev": 9.66, "smiles": "C[C@@H](NC(=O)CN1CCC(C(N)=O)CC1)c1ccccc1", "symbols": ["O", "O", "N", "N", "N", "C", "C", "C", "C", "C", "C", "C", "C", "C", "C", "C", "C", "C", "C", "C", "C", "H", "H", "H", "H", "H", "H", "H", "H", "H", "H", "H", "H", "H", "H", "H", "H", "H", "H", "H", "H", "H", "H", "H"], "xyz": [[0.869, -2.315, -2.800], [0.120, 5.766, 0.184], [1.390, 0.795, -1.129], [-0.491, 4.113, 1.570], [0.076, -1.489, -0.846], [0.893, -1.487, -1.914], [-0.307, 2.544, -0.991], [-1.343, -2.243, 3.120], [0.103, 4.586, 0.449], [2.432, 1.706, -0.686], [0.379, 1.517, -1.888], [0.733, 3.528, -0.449], [1.903, -0.339, -1.875], [-1.084, -4.542, 2.507], [-0.996, -2.443, -0.652], [-0.994, -4.176, 1.175], [-2.331, -1.867, -1.142], [-1.257, -3.576, 3.483], [-1.080, -2.842, 0.801], [-1.256, -1.879, 1.789], [1.837, 2.744, 0.263], [-1.480, -1.484, 3.878], [-0.742, -3.313, -1.267], [2.186, -0.087, -2.909], [-0.488, 3.141, 1.815], [-0.855, -4.932, 0.417], [2.914, 2.217, -1.537], [-3.124, -2.595, -0.996], [1.434, 2.225, 1.135], [1.175, 4.069, -1.293], [0.825, 2.028, -2.758], [0.169, -0.713, -0.206], [-1.070, 3.078, -1.561], [-0.799, 2.023, -0.167], [-0.354, 0.798, -2.260], [-1.016, -5.583, 2.784], [-0.911, 4.771, 2.204], [2.796, -0.721, -1.370], [2.622, 3.423, 0.602], [-1.327, -3.860, 4.523], [3.195, 1.126, -0.160], [-2.261, -1.632, -2.201], [-1.333, -0.836, 1.517], [-2.584, -0.962, -0.595]]}

***

[4]
{"formula": "C7H11N3O2", "method": "ωB97M-V/def2-TZVPD", "total_energy_ha": -588.03747, "de_lowest_ev": 1.544, "homo_energy_ha": -0.2448, "orbital_gap_ev": 7.39, "smiles": "CN/C=C1/NC=C(C)N1.O=C=O", "symbols": ["O", "O", "N", "N", "N", "C", "C", "C", "C", "C", "C", "C", "H", "H", "H", "H", "H", "H", "H", "H", "H", "H", "H"], "xyz": [[3.061, 0.964, -1.394], [1.985, 2.446, 0.023], [1.679, -1.314, -0.103], [-0.448, 1.329, 1.197], [-0.907, -0.245, -0.272], [1.381, -0.236, 0.692], [-1.958, 0.621, -0.290], [-3.199, 0.507, -1.171], [1.757, -2.621, 0.453], [0.115, 0.229, 0.592], [-1.729, 1.531, 0.699], [2.445, 1.541, -0.576], [1.580, -3.348, -0.335], [-4.102, 0.264, -0.491], [-3.374, 1.594, -1.476], [0.890, -2.718, 1.077], [-3.253, -0.014, -2.146], [-2.317, 2.346, 0.935], [0.067, 2.074, 1.607], [2.405, -1.167, -0.712], [2.210, 0.143, 1.397], [-0.836, -1.127, -0.853], [2.546, -2.800, 1.147]]}

***

[5]
{"formula": "C6H11N", "method": "ωB97M-V/def2-TZVPD", "total_energy_ha": -289.89232, "de_lowest_ev": 2.160, "homo_energy_ha": -0.3139, "orbital_gap_ev": 9.51, "smiles": "C=CC(=C)CCN", "symbols": ["N", "C", "C", "C", "C", "C", "C", "H", "H", "H", "H", "H", "H", "H", "H", "H", "H", "H"], "xyz": [[1.799, -1.067, 0.817], [0.811, 1.707, -0.504], [-1.256, 0.822, -1.246], [-0.367, 0.207, 1.130], [-1.699, -0.349, -1.670], [-0.194, 0.866, -0.209], [0.436, -1.099, 1.326], [-2.295, -0.490, -2.564], [1.834, 1.594, -0.163], [-0.066, 0.890, 1.923], [0.637, 2.512, -1.218], [-1.509, 1.769, -1.710], [1.877, -0.934, -0.187], [0.560, -1.251, 2.402], [-1.412, -0.046, 1.303], [-0.201, -1.916, 0.966], [2.193, -1.993, 0.951], [-1.149, -1.223, -1.349]]}

***

[6]
{"formula": "C3H7N2O5P", "method": "ωB97M-V/def2-TZVPD", "total_energy_ha": -945.48221, "de_lowest_ev": 0.000, "homo_energy_ha": -0.3669, "orbital_gap_ev": 9.36, "smiles": "O=C=NOC(=O)N[PH2]=O.CO", "symbols": ["P", "O", "O", "O", "O", "O", "N", "N", "C", "C", "C", "H", "H", "H", "H", "H", "H", "H"], "xyz": [[0.420, -0.463, -0.230], [-1.717, -3.839, -1.113], [-1.966, -2.056, 1.816], [0.077, -3.057, 1.360], [-0.430, 0.476, -1.083], [-0.241, 3.702, -0.848], [-0.585, -4.217, 0.980], [-0.247, -0.624, 1.383], [1.168, 3.762, -0.756], [-1.016, -4.126, -0.232], [-0.796, -1.972, 1.522], [1.473, 4.781, -0.521], [1.769, -0.019, -0.125], [1.611, 3.466, -1.712], [1.508, 3.091, 0.039], [-0.473, 2.783, -1.056], [0.474, -1.732, -0.908], [-1.028, 0.044, 1.483]]}

***

[7]
{"formula": "C5H4N2O4", "method": "ωB97M-V/def2-TZVPD", "total_energy_ha": -603.16220, "de_lowest_ev": 7.014, "homo_energy_ha": -0.3337, "orbital_gap_ev": 8.85, "smiles": "O=[N+]([O-])c1ccc(/C=N/O)o1", "symbols": ["O", "O", "O", "O", "N", "N", "C", "C", "C", "C", "C", "H", "H", "H", "H"], "xyz": [[0.759, -0.816, -0.030], [-3.881, -0.870, 0.000], [3.587, -0.861, -1.045], [3.590, -0.721, 1.073], [-2.750, -0.008, -0.027], [3.065, -0.530, -0.020], [1.756, 0.063, -0.020], [-0.084, 1.261, -0.061], [-0.429, -0.076, 0.013], [1.346, 1.296, -0.055], [-1.689, -0.839, -0.062], [-1.780, -1.889, 0.085], [1.826, 2.400, -0.031], [-4.535, -0.331, 0.241], [-0.782, 1.920, -0.060]]}

***

[8]
{"formula": "C5H2N2O2S", "method": "ωB97M-V/def2-TZVPD", "total_energy_ha": -849.60722, "de_lowest_ev": 5.187, "homo_energy_ha": [-0.3512, -0.3501], "orbital_gap_ev": [7.59, 7.53], "symbols": ["S", "O", "O", "N", "N", "C", "C", "C", "C", "C", "H", "H"], "xyz": [[1.176, -0.210, 0.077], [-3.482, -0.778, 1.007], [-3.324, -1.638, -0.944], [-3.019, 2.860, -0.096], [-2.895, -1.087, 0.018], [0.372, 1.309, -0.041], [-1.501, -0.832, -0.010], [-0.905, 1.542, -0.076], [-2.106, 2.158, -0.098], [-0.273, -1.312, -0.062], [0.928, 2.226, 0.053], [-0.077, -2.308, -0.170]]}